1.
The following is a DFT calculation (the ωB97M-V functional and the def2-TZVPD basis) of a molecular structure, C18H15F3IMnNO4 in a non-equilibrium geometry.

```
43
C18H15F3IMnNO4 the ωB97M-V functional and the def2-TZVPD basis
N 5.78 0.92 0.63
C 4.72 1.45 1.11
C 4.08 2.76 0.53
C 2.91 2.27 -0.40
C 3.10 1.43 -1.46
C 1.89 0.94 -2.32
O 1.93 0.73 -3.50
C 0.60 0.68 -1.43
C -0.25 -0.44 -1.76
C -1.39 -0.67 -0.84
C -2.29 -1.91 -1.21
C -1.43 -3.23 -1.22
C -1.35 -3.96 0.18
I -0.26 -2.83 1.70
C -1.61 0.20 0.32
C -2.83 -0.22 1.24
C -4.18 0.35 0.66
O -4.35 1.52 0.62
O -5.19 -0.46 0.15
C -0.76 1.36 0.63
C -0.98 2.25 1.87
F -0.33 1.64 2.94
F -0.54 3.51 1.81
F -2.30 2.34 2.27
C 0.37 1.59 -0.29
C 1.41 2.74 -0.19
O 1.24 3.92 -0.09
H 5.94 0.07 1.20
H 4.20 0.94 1.97
H 4.82 3.41 0.01
H 3.58 3.28 1.40
H 4.15 1.12 -1.65
H -0.07 -1.11 -2.63
H -2.63 -1.72 -2.27
H -3.22 -1.99 -0.61
H -0.39 -3.07 -1.68
H -1.94 -3.97 -1.90
H -0.75 -4.91 -0.02
H -2.36 -4.27 0.55
H -2.65 0.09 2.31
H -2.89 -1.35 1.28
H -5.03 -1.38 0.41
Mn 1.27 -4.02 -0.32
```

Output
* ⟨S²⟩: 8.7553
* spin multiplicity: 6
* DFT total energy: -2798.04713 a.u.
* charge: +2



2.
The following is a DFT calculation (the ωB97M-V functional and the def2-TZVPD basis) of a molecular structure, C46H36AgI2N3O3S2 in a non-equilibrium geometry.

```
93
C46H36AgI2N3O3S2 the ωB97M-V functional and the def2-TZVPD basis
Ag 0.19 -2.63 1.22
C 4.93 6.45 0.61
C 4.18 5.17 0.79
C 2.92 5.15 1.39
C 2.22 3.96 1.54
C 2.78 2.78 1.08
C 4.03 2.78 0.49
C 4.73 3.97 0.35
S 1.89 1.22 1.32
O 0.98 1.49 2.45
C 1.00 1.41 -0.28
C 1.77 0.98 -1.38
C 1.27 1.05 -2.64
C -0.02 1.56 -2.87
C -0.55 1.66 -4.18
C -1.81 2.12 -4.39
C -2.61 2.50 -3.30
C -2.13 2.43 -2.02
C -0.81 1.98 -1.77
C -0.27 1.89 -0.45
C -1.14 2.26 0.70
C -1.46 3.61 0.95
C -0.89 4.67 0.20
C -1.23 5.97 0.46
C -2.13 6.28 1.48
C -2.68 5.29 2.24
C -2.36 3.93 2.00
C -2.90 2.89 2.79
C -2.55 1.59 2.56
C -1.68 1.27 1.51
S -1.15 -0.46 1.31
O -1.90 -1.26 2.30
C -2.03 -0.72 -0.26
C -3.31 -0.23 -0.46
C -3.95 -0.49 -1.66
C -3.33 -1.23 -2.66
C -4.02 -1.47 -3.97
C -2.06 -1.74 -2.43
C -1.41 -1.49 -1.23
H 4.58 7.21 1.31
H 4.78 6.83 -0.40
H 6.00 6.30 0.76
H 2.49 6.07 1.76
H 1.26 3.93 2.03
H 4.47 1.84 0.16
H 5.71 3.97 -0.10
H 2.76 0.59 -1.20
H 1.86 0.71 -3.49
H 0.08 1.37 -5.01
H -2.20 2.21 -5.39
H -3.62 2.85 -3.47
H -2.75 2.73 -1.19
H -0.17 4.43 -0.57
H -0.80 6.76 -0.14
H -2.38 7.31 1.68
H -3.37 5.53 3.04
H -3.60 3.14 3.58
H -2.93 0.78 3.17
H -3.80 0.34 0.32
H -4.96 -0.11 -1.81
H -5.10 -1.43 -3.86
H -3.74 -2.43 -4.39
H -3.74 -0.69 -4.68
H -1.58 -2.34 -3.19
H -0.42 -1.91 -1.04
I 3.03 -7.23 1.13
C 0.94 -7.02 1.19
C 0.13 -8.15 1.22
C -1.23 -8.00 1.23
I -2.41 -9.76 1.37
C -1.83 -6.73 1.15
C -3.22 -6.49 1.09
C -3.69 -5.22 0.93
C -2.77 -4.17 0.83
N -1.48 -4.34 0.94
C -0.98 -5.59 1.12
C 0.46 -5.70 1.23
O 1.24 -4.70 1.33
H 0.58 -9.13 1.26
H -3.90 -7.33 1.14
H -4.75 -5.01 0.87
H -3.12 -3.16 0.66
C 5.56 -2.78 -0.05
N 4.43 -3.01 0.84
C 4.63 -3.87 1.99
C 3.24 -2.58 0.54
N 2.20 -2.14 0.28
H 6.32 -2.18 0.45
H 5.23 -2.26 -0.94
H 6.00 -3.73 -0.33
H 5.31 -3.41 2.71
H 5.05 -4.83 1.67
H 3.67 -4.07 2.46
```

Output
* DFT total energy: -3703.20302 a.u.



3.
The following is a DFT calculation (the ωB97M-V functional and the def2-TZVPD basis) of C25H27N3O5S in the gas phase.

```
61
C25H27N3O5S the ωB97M-V functional and the def2-TZVPD basis
C -5.62 4.48 1.71
C -5.25 3.94 0.34
H -5.95 4.29 -0.43
H -4.24 4.26 0.04
O -5.29 2.51 0.39
C -5.01 1.87 -0.75
O -4.74 2.42 -1.78
C -5.09 0.37 -0.57
H -4.82 -0.09 -1.53
C -4.10 -0.09 0.52
N -4.19 -1.52 0.70
C -3.21 -2.41 0.45
O -3.35 -3.61 0.65
C -1.91 -1.87 -0.06
C -0.78 -1.99 0.73
C 0.45 -1.59 0.24
C 0.56 -1.07 -1.05
C -0.58 -0.97 -1.85
C -1.81 -1.37 -1.36
H -2.68 -1.31 -1.99
H -0.48 -0.57 -2.85
C 1.86 -0.64 -1.57
O 2.02 -0.18 -2.68
N 2.93 -0.79 -0.70
C 2.83 -1.30 0.57
S 4.11 -1.48 1.58
N 1.59 -1.68 0.99
H 1.55 -2.07 1.93
C 4.25 -0.35 -1.15
C 4.69 0.89 -0.42
C 3.81 1.91 -0.14
C 4.21 3.04 0.55
C 5.52 3.14 0.97
C 6.43 2.14 0.69
C 6.03 1.01 -0.01
O 6.85 -0.02 -0.35
C 8.17 -0.03 0.16
H 8.60 -0.97 -0.17
H 8.17 0.00 1.26
H 8.76 0.80 -0.23
H 7.45 2.24 1.03
H 5.85 4.02 1.52
H 3.51 3.83 0.76
H 2.78 1.83 -0.47
H 4.97 -1.15 -0.97
H 4.16 -0.16 -2.22
H -0.86 -2.41 1.73
C -5.51 -1.97 1.10
C -6.54 -1.57 0.05
C -6.51 -0.06 -0.17
H -7.21 0.22 -0.96
H -6.79 0.46 0.75
H -7.53 -1.88 0.39
H -6.32 -2.09 -0.88
H -5.46 -3.05 1.22
H -5.76 -1.52 2.07
H -3.08 0.19 0.25
H -4.36 0.40 1.46
H -6.62 4.15 1.99
H -5.60 5.57 1.69
H -4.91 4.13 2.45
```

Output
* relative energy (zero: lowest compared OMol25 entry of this formula, charge and spin): 0.075 eV
* structure (SMILES): CCOC(=O)[C@@H]1CCCN(C(=O)c2ccc3c(=O)n(Cc4ccccc4OC)c(=S)[nH]c3c2)C1
* DFT total energy: -1907.60275 a.u.



> Look up the DFT total energy of the second one.

-3703.20302 a.u.



> The highest DFT total energy belongs to which entry?

C25H27N3O5S



> What is the formula in the second record?

C46H36AgI2N3O3S2